[1]
ORCA calculation (ωB97M-V/def2-TZVPD) on 2 unconnected molecules or ions with the total composition C4H8O2.

Calculated values
HOMO ... -8.602 eV
Charge ... 0
LUMO level ... 0.703 eV
Frontier orbital gap ... 0.3420 Eh
ΔE to the lowest compared entry with this formula, charge and spin ... 101.1 kcal per mole

```
14
C4H8O2 | OMol25 | ωB97M-V/def2-TZVPD
O 0.89292 1.13023 0.06400
O -2.05394 0.55714 -0.77802
C -0.05609 -0.83252 -0.54399
C -1.15675 -0.01983 0.14690
C 1.10826 0.13029 -0.74266
C -0.32446 1.02015 0.88000
H -0.36914 -1.21960 -1.51737
H 3.00513 -1.30456 0.41709
H -0.00416 0.70641 1.87651
H -1.53873 1.02341 -1.45001
H 0.26386 -1.70390 0.04907
H 2.79074 -0.88897 -0.15939
H -1.76869 -0.60511 0.83532
H -0.78896 2.00686 0.92255
```

---

[2]
ORCA calculation (ωB97M-V/def2-TZVPD) on a molecular structure, C31H29F5GeN3O3PdS2Se.

Calculated values
⟨S²⟩ ... 0.760
HOMO (spin up / spin down) ... -7.743 / -7.680 eV
Charge ... 0
LUMO level (spin up / spin down) ... -0.438 / -2.821 eV
Frontier orbital gap (spin up / spin down) ... 0.2684 / 0.1785 Eh
Multiplicity ... 2
ΔE to the lowest compared entry with this formula, charge and spin ... 8.2 kcal per mole

```
76
C31H29F5GeN3O3PdS2Se | OMol25 | ωB97M-V/def2-TZVPD
Pd -0.69280 2.22534 -0.15188
Se 2.26517 1.80955 -0.79248
Ge 3.19661 -0.43157 -3.16605
S -0.58869 1.68691 -2.28664
S -1.86703 4.14981 -0.55985
F -0.52315 -0.26300 -4.41821
F -3.13402 0.87777 -0.68964
F -4.02569 -3.00214 -3.07277
F -1.99690 -2.47142 -4.75987
F -4.60336 -1.28963 -1.07668
O -0.73391 2.03901 2.18256
O 0.81112 4.22211 0.51774
O -0.17205 -1.74565 -0.25976
N 0.01025 4.98355 1.15043
N -0.40561 0.35903 0.69643
N -0.73138 -0.22606 2.84842
C 1.22272 -4.12729 4.16179
C 2.35504 3.34600 -1.96007
C -3.28134 -1.92560 -2.88760
C -2.05204 -2.21757 2.08293
C -4.50957 -3.53922 1.88593
C -0.28761 6.53913 2.90230
C 0.43287 -2.38506 2.68740
C 3.61398 0.69972 -1.61578
C 0.17784 -3.39214 3.61011
C -2.25100 -1.65469 -3.73628
C -3.36318 -4.10524 1.33494
C 4.92940 -1.12668 -3.72448
C -4.42648 -2.31160 2.52153
C -1.48814 -0.52536 -3.53178
C -2.77854 0.06860 -1.66947
C -0.38401 -1.00133 0.67950
C -0.64256 0.80769 1.97257
C -2.08214 6.00947 1.46778
C 1.75176 -2.12382 2.32157
C 2.79540 -2.85603 2.86676
C -3.20160 -1.65116 2.61554
C -1.69137 0.33630 -2.46842
C -1.59617 6.72591 2.51800
C 0.48504 5.65234 2.19353
C -3.56383 -1.05527 -1.86737
C 2.09643 -1.88775 -2.52119
C 2.53228 -3.86280 3.79028
C -0.69218 -1.50743 2.13850
C 2.47206 0.64273 -4.60838
C -1.26854 5.10107 0.76554
C -2.14470 -3.45010 1.43025
H 2.30267 0.00597 -5.48278
H 1.66169 4.07241 -1.53855
H 3.93887 0.01840 -0.82543
H 1.00685 -4.91089 4.88055
H 1.30406 -1.54271 -1.84944
H -1.25395 -3.88650 0.99377
H -2.23686 7.42115 3.05400
H -5.46215 -4.05141 1.80684
H 4.80861 -1.84064 -4.54750
H 2.06647 3.05248 -2.96764
H -3.15958 -0.68171 3.09731
H 3.37534 3.72982 -1.94931
H 1.64227 -2.44003 -3.34923
H 2.73453 -2.57727 -1.95662
H 5.42651 -1.64243 -2.89600
H -3.11399 6.10742 1.15014
H -0.98413 -0.10489 3.81075
H 3.34634 -4.43834 4.21567
H 1.52220 1.12123 -4.34775
H 5.57837 -0.31489 -4.06905
H 3.20200 1.41174 -4.88085
H -5.31526 -1.85389 2.94387
H -3.41837 -5.06021 0.82201
H 1.96521 -1.34224 1.59854
H 3.81741 -2.64514 2.56790
H 4.45068 1.36512 -1.83828
H -0.84368 -3.61255 3.89781
H 0.14841 7.06426 3.74218
H 1.52105 5.42932 2.39943
```

---

[3]
ORCA calculation (ωB97M-V/def2-TZVPD) on a molecular structure, C30H70N3NiO13.

Calculated values
⟨S²⟩ ... 2.011
HOMO (spin up / spin down) ... -10.253 / -10.253 eV
Charge ... +1
LUMO level (spin up / spin down) ... -3.478 / -8.929 eV
Frontier orbital gap (spin up / spin down) ... 0.2490 / 0.0486 Eh
Multiplicity ... 3

```
117
C30H70N3NiO13 | OMol25 | ωB97M-V/def2-TZVPD
Ni 5.71799 0.14078 -0.11638
O 4.22578 -3.53562 -4.38323
O -3.30507 2.59840 4.33245
O -5.45540 -2.20664 2.34071
O 3.89268 3.44617 -4.74429
O -2.47225 -0.96055 -0.97472
O -0.43371 3.57729 2.45219
O -1.79751 -1.28949 -3.99027
O 2.25709 4.24457 2.62358
O -2.36142 -0.71268 7.14823
O 1.91911 -1.91580 4.10003
O -0.21168 0.15187 5.26137
O -2.40668 -0.74976 -6.92297
O 3.84801 -0.01793 -1.18614
N 4.13029 1.20220 -4.85468
N -3.41876 -1.36062 2.55013
N 2.03301 -4.04257 -3.99438
C -2.27348 -0.08283 -3.32363
C 4.41651 2.42519 -4.33059
C 0.59893 2.81495 1.77326
C -3.18815 -0.61722 -2.13977
C -3.92916 -0.05225 3.09493
C 0.88622 -3.98738 -3.09221
C -0.84358 -1.13715 -5.02801
C -4.44284 3.01521 5.04857
C 1.89096 -4.56390 -5.33678
C -0.67309 0.86955 6.39130
C -2.52261 -1.63380 6.09913
C -2.49606 3.63198 3.82091
C 4.83424 0.03920 -4.35803
C -2.14731 -0.50933 -8.27398
C 1.78718 -0.75030 -0.05640
C 1.87656 -0.51330 3.91668
C -4.30064 -2.32851 2.21426
C -1.72595 -2.17084 -1.11479
C 1.71087 3.79313 1.39121
C -1.19497 -0.30704 -6.27680
C -2.00271 -1.43274 2.37290
C -2.22521 0.67235 6.77663
C 3.17588 1.16747 -6.00161
C 2.96455 5.41695 2.67276
C 1.15608 -2.68376 3.17744
C 3.21557 -3.56320 -3.64623
C -1.13853 2.96243 3.45711
C 1.56636 0.46577 -2.20320
C 1.23634 0.20786 5.15269
C 2.47396 0.27337 -0.93827
H 3.24188 -3.14967 -2.62617
H -3.77507 -3.21723 1.83196
H 3.33976 1.99917 -6.68683
H -1.41154 0.41785 -2.88264
H -2.85912 0.99421 5.95040
H 2.37749 -0.94916 0.83808
H 1.72238 -0.21109 6.03379
H -2.31445 4.42297 4.54854
H -1.25416 -2.41954 -0.16418
H 3.31632 5.48913 3.70191
H -0.53010 2.93627 4.36112
H -1.44966 -1.25972 3.29608
H 0.66370 -5.01685 -2.81157
H -5.12254 3.62425 4.45261
H 5.40454 -0.36686 -5.19347
H -2.72121 0.71203 -3.92014
H -3.45166 -1.49705 5.54573
H 2.70856 -4.26043 -5.99064
H 1.39071 -0.20841 2.98980
H -3.05866 -0.61341 -8.86282
H -3.03276 4.06965 2.97918
H -1.81219 0.46465 -8.63056
H 1.48225 -2.57504 2.14308
H -1.47124 -1.27804 -8.64832
H -1.69327 -0.66781 1.66071
H 0.07430 -2.57218 3.25105
H -2.58154 -2.66272 6.45400
H 1.32070 4.69195 0.91373
H 1.12731 -3.32616 -2.25988
H -1.33132 1.91056 3.24623
H 0.93469 -4.38731 -5.82920
H 1.89280 1.26212 -2.87205
H -4.25385 3.57215 5.96628
H -3.74885 0.23353 -1.75251
H -3.87392 -1.40111 -2.46124
H 1.03720 2.01663 2.37217
H 0.86349 -0.36812 0.37816
H 1.39023 -3.73201 3.36300
H 2.13580 1.20727 -5.67796
H 1.62604 -0.44918 -2.79259
H 2.30816 6.25527 2.43935
H -3.11008 0.56100 3.47058
H -2.60610 1.28276 7.59543
H -0.12685 0.55267 7.27972
H -4.85354 -0.08467 3.67162
H 0.53884 0.67749 -1.90743
H -0.47613 1.92276 6.19118
H -2.41069 -2.97843 -1.37367
H 3.37623 0.22642 -6.51383
H 4.18074 -0.79597 -4.10598
H -1.48559 0.71198 -6.02134
H 2.42411 1.15254 -0.29589
H -1.67610 -1.63819 5.41248
H 1.91101 -5.64957 -5.24185
H 5.56032 0.19795 -3.56071
H 2.92183 -0.22235 3.81258
H 5.12454 2.38759 -3.48830
H -0.02173 -3.54736 -3.50468
H 0.07874 -0.75008 -4.59490
H -4.21517 0.54189 2.22701
H -0.21511 -0.18181 -6.73755
H -0.91957 -2.18115 -1.84810
H 3.77195 5.53663 1.95036
H 1.73525 -1.74816 -0.49193
H -0.67807 -2.10946 -5.49203
H 2.42700 3.22546 0.79706
H -1.66296 -2.39048 1.97868
H 0.25167 2.33387 0.85889
H -4.94474 2.06503 5.23125
H 1.64164 1.21962 5.16599
```

---

[4]
ORCA calculation (ωB97M-V/def2-TZVPD) on 3 unconnected molecules or ions with the total composition C39H32N3O5.

Calculated values
HOMO ... -10.910 eV
Charge ... +1
LUMO level ... -3.394 eV
Frontier orbital gap ... 0.2762 Eh

```
79
C39H32N3O5 | OMol25 | ωB97M-V/def2-TZVPD
O -3.22431 -3.63216 6.30560
O -0.86694 4.67761 -5.13518
O 1.20237 -4.43151 0.10201
O -2.65102 -6.21678 1.67246
O 2.42478 0.75275 0.43792
N 1.62299 4.33686 -2.95445
N 3.33971 3.91385 -1.43092
N 3.79976 5.43812 -3.23559
C 1.22390 -0.92395 -0.69504
C -4.01931 -7.54571 3.71556
C 3.01901 6.46268 -3.98688
C -3.47967 -6.27188 3.87013
C -1.77884 7.28547 -2.55323
C 2.16701 -0.43698 0.34398
C 4.30863 -1.89722 3.06878
C -1.83528 4.97842 -1.41128
C -1.43332 -3.71194 1.89664
C -1.42001 6.64246 -3.80731
C -3.06785 -4.23372 5.26084
C 3.72495 -0.98642 2.20039
C -1.95614 6.43348 -1.38339
C -4.66107 -8.16017 4.78075
C -4.76561 -7.50596 6.00534
C 3.03853 -3.68131 2.06579
C -4.24456 -6.22964 6.15879
C 2.46130 -2.77363 1.18384
C -1.78722 -2.33671 4.29112
C -2.16199 -4.29414 2.92984
C 0.92549 -2.28313 -0.79972
C -2.32855 -3.60962 4.13423
C 2.79536 -1.41960 1.25804
C -0.20547 -0.46979 -2.57850
C 0.64623 -0.01762 -1.58111
C 0.07619 -2.73284 -1.80585
C -1.25245 5.18177 -3.88992
C 1.50436 -3.25750 0.16026
C 1.54586 4.37922 -4.43670
C -1.06678 -1.75820 3.25698
C -2.75837 -5.64041 2.73718
C 3.95995 -3.24363 3.00630
C -0.88364 -2.44929 2.06203
C 2.98070 4.54720 -2.51351
C 0.23460 3.76916 -5.04682
C -3.60568 -5.60601 5.09107
C -0.48338 -1.82859 -2.69696
C -1.47110 4.35138 -2.69503
C 1.87365 5.84055 -4.90141
H 2.25018 5.83839 -5.96041
H 1.01903 6.55705 -4.86584
H 2.77370 -4.73087 2.01797
H -1.86880 8.39382 -2.55299
H -1.98551 4.34952 -0.50400
H 2.61113 3.40096 -0.91811
H 3.73734 6.96396 -4.69193
H -2.19801 6.93511 -0.42030
H -1.92349 -1.79782 5.22123
H 4.28523 3.88256 -1.04869
H -0.00710 2.83357 -4.46989
H 0.86322 1.04089 -1.49652
H 2.64347 7.28915 -3.31894
H 0.45068 3.42839 -6.09834
H -0.65108 0.23650 -3.27015
H -1.35231 3.24462 -2.79667
H 1.10718 5.15609 -2.58442
H -0.31433 -1.99972 1.26097
H 5.03548 -1.55883 3.79787
H 3.99790 0.06054 2.25587
H 4.41134 -3.95283 3.69001
H 4.32233 5.94905 -2.50938
H -4.33282 -5.72231 7.11206
H -3.93564 -8.06086 2.76614
H -5.07671 -9.15372 4.65988
H 2.39636 3.73413 -4.80742
H -0.14695 -3.78931 -1.89825
H -1.25082 7.25375 -4.72830
H -0.64238 -0.76816 3.38219
H -5.25636 -7.99252 6.84011
H -1.13902 -2.18180 -3.48410
H -1.29002 -4.24427 0.96321
```

---

no.,maximum force (eV/Å)
1,0.4
2,1.7
3,9.4
4,3.2